*i*
{
  "formula": "C13H52N26O13",
  "method": "ωB97M-V with the def2-TZVPD basis set",
  "spin_multiplicity": 1,
  "lumo_ha": -0.006,
  "homo_energy_ha": -0.326,
  "species": ["C", "O", "N", "N", "H", "H", "H", "H", "C", "O", "N", "N", "H", "H", "H", "H", "C", "O", "N", "N", "H", "H", "H", "H", "C", "O", "N", "N", "H", "H", "H", "H", "C", "O", "N", "N", "H", "H", "H", "H", "C", "O", "N", "N", "H", "H", "H", "H", "C", "O", "N", "N", "H", "H", "H", "H", "C", "O", "N", "N", "H", "H", "H", "H", "C", "O", "N", "N", "H", "H", "H", "H", "C", "O", "N", "N", "H", "H", "H", "H", "C", "O", "N", "N", "H", "H", "H", "H", "C", "O", "N", "N", "H", "H", "H", "H", "C", "O", "N", "N", "H", "H", "H", "H"],
  "coordinates": [[4.47638, -1.90854, 2.88064], [4.38053, -3.11979, 2.83696], [5.70017, -1.27866, 2.95175], [3.44404, -1.01805, 2.69360], [6.48585, -1.89698, 3.06233], [5.82287, -0.34376, 3.29253], [3.53767, -0.10110, 3.08691], [2.52876, -1.40902, 2.57906], [3.73846, -3.52676, -1.55536], [4.89457, -3.79793, -1.83706], [2.86719, -2.91174, -2.43229], [3.20082, -3.58278, -0.30456], [1.91198, -2.65266, -2.22351], [3.21860, -2.66159, -3.33998], [3.76367, -3.90172, 0.46611], [2.26070, -3.27370, -0.12468], [-0.01820, -4.48417, 1.23237], [0.76380, -3.58468, 0.92771], [-0.25115, -5.54791, 0.42656], [-0.42556, -4.72700, 2.54007], [-0.39882, -6.41591, 0.90842], [0.21620, -5.62221, -0.46029], [-0.22287, -3.97065, 3.17213], [-0.49059, -5.66868, 2.86962], [-1.10034, 5.17440, -0.41210], [-0.09931, 4.96649, -1.11438], [-1.72330, 6.36296, -0.34538], [-1.58788, 4.19211, 0.39405], [-2.55040, 6.54433, 0.18653], [-1.18938, 7.08449, -0.80168], [-1.19921, 3.26497, 0.50009], [-2.42848, 4.42000, 0.89572], [-0.93993, 4.44348, 4.26771], [-1.61537, 3.78517, 5.05715], [-0.55353, 5.74484, 4.38269], [-0.28999, 3.81413, 3.23655], [0.42414, 5.91873, 4.25983], [-1.11873, 6.28836, 5.01622], [0.39319, 4.25244, 2.64736], [-0.25319, 2.80719, 3.23499], [-0.35281, -2.89342, -3.27784], [-0.06954, -2.08339, -2.39028], [-0.73664, -4.18275, -3.00736], [-0.43088, -2.56031, -4.58638], [-0.86791, -4.28991, -2.01382], [-0.73676, -5.01973, -3.55410], [0.06991, -1.69345, -4.80517], [-0.28904, -3.33639, -5.21070], [-0.36492, -0.38085, 4.05319], [0.73245, -0.76800, 3.59498], [-0.98695, 0.68841, 3.48566], [-0.92045, -0.85791, 5.17294], [-0.75874, 1.01095, 2.52289], [-1.82907, 1.07983, 3.87655], [-0.36082, -1.49332, 5.72256], [-1.83708, -0.64537, 5.51670], [2.25797, -3.12997, 5.82202], [2.87329, -4.05281, 6.32086], [2.34981, -1.82681, 6.27342], [1.47917, -3.21766, 4.68936], [2.60048, -1.61354, 7.22065], [1.87420, -1.11267, 5.75486], [1.28777, -2.34573, 4.18856], [1.19955, -4.13301, 4.39510], [2.40510, -0.02144, -4.64064], [1.73855, -0.89722, -5.19819], [2.54811, -0.01566, -3.27009], [2.87662, 1.05841, -5.29202], [2.10393, -0.76912, -2.77172], [2.77390, 0.78975, -2.71582], [2.67944, 0.98288, -6.27803], [3.60495, 1.63221, -4.91062], [-3.79126, 0.46097, -5.62700], [-4.49406, 0.15925, -6.59064], [-3.53431, -0.41879, -4.60334], [-3.26067, 1.69965, -5.45195], [-3.11409, -0.05450, -3.76536], [-4.05790, -1.27191, -4.60124], [-3.51723, 2.42168, -6.09447], [-2.92671, 1.84220, -4.49619], [-4.45914, 1.04712, -0.43554], [-4.54252, -0.11449, -0.83755], [-3.64354, 1.37344, 0.60677], [-5.04358, 2.09125, -1.05625], [-2.86560, 0.86528, 0.97769], [-3.75464, 2.31856, 0.93119], [-5.67447, 1.96335, -1.82419], [-4.71690, 3.01533, -0.84462], [-0.18472, 0.46757, 0.23099], [-0.18147, 1.50651, 0.93614], [-0.74619, 0.28906, -0.99654], [0.35591, -0.70581, 0.66436], [-0.40586, -0.60303, -1.33420], [-1.14515, 0.93222, -1.67391], [0.02778, -1.54342, 0.21633], [0.56074, -0.67304, 1.65470], [-1.14928, 3.00591, -3.22960], [-1.84957, 1.97353, -3.08797], [-1.80796, 4.17494, -3.44535], [0.17804, 3.02367, -3.21467], [-1.34763, 5.04462, -3.22074], [-2.73602, 4.05861, -3.06198], [0.63418, 3.91722, -3.24302], [0.70681, 2.17291, -3.22378]]
}

---

*ii*
{
  "formula": "C13H52N26O13",
  "method": "ωB97M-V with the def2-TZVPD basis set",
  "spin_multiplicity": 1,
  "lumo_ha": -0.017,
  "homo_energy_ha": -0.299,
  "species": ["C", "O", "N", "N", "H", "H", "H", "H", "C", "O", "N", "N", "H", "H", "H", "H", "C", "O", "N", "N", "H", "H", "H", "H", "C", "O", "N", "N", "H", "H", "H", "H", "C", "O", "N", "N", "H", "H", "H", "H", "C", "O", "N", "N", "H", "H", "H", "H", "C", "O", "N", "N", "H", "H", "H", "H", "C", "O", "N", "N", "H", "H", "H", "H", "C", "O", "N", "N", "H", "H", "H", "H", "C", "O", "N", "N", "H", "H", "H", "H", "C", "O", "N", "N", "H", "H", "H", "H", "C", "O", "N", "N", "H", "H", "H", "H", "C", "O", "N", "N", "H", "H", "H", "H"],
  "coordinates": [[0.43247, 0.29285, -0.99937], [0.21654, -0.41604, -1.98685], [1.55858, 0.28039, -0.26250], [-0.36475, 1.36631, -0.74406], [1.65700, 0.85674, 0.55692], [2.19149, -0.46877, -0.49749], [-0.13239, 2.16602, -0.17769], [-1.30773, 1.17128, -1.05358], [-2.13288, -4.26908, 0.54160], [-3.12227, -4.23634, -0.17142], [-1.02192, -3.69594, 0.08496], [-1.91143, -4.94164, 1.70095], [-1.21544, -3.14845, -0.74240], [-0.10130, -3.69365, 0.49828], [-1.01198, -4.84411, 2.14546], [-2.45889, -5.74976, 1.94477], [-3.90076, 1.93013, 1.32487], [-4.58662, 2.05879, 0.32413], [-2.84175, 1.10603, 1.42682], [-3.92383, 2.81784, 2.33339], [-2.33108, 0.87177, 0.59277], [-2.48197, 0.96515, 2.35422], [-3.20729, 2.87570, 3.03437], [-4.50651, 3.62639, 2.18551], [3.45277, 0.83243, 4.27130], [3.39210, 0.45542, 3.10804], [4.54329, 1.21323, 4.99852], [2.37510, 0.71903, 5.08035], [5.44498, 1.21453, 4.55243], [4.43904, 1.33626, 5.98712], [2.48938, 0.96209, 6.04701], [1.57141, 0.21084, 4.73282], [-0.39071, 5.41747, 0.77965], [-0.21139, 4.85213, -0.28966], [-0.37391, 6.76559, 0.89566], [-0.64423, 4.75748, 1.91098], [-0.11726, 7.23139, 0.04034], [-0.48520, 7.28904, 1.74418], [-0.45651, 3.76663, 1.87076], [-0.51082, 5.31882, 2.73528], [-3.55725, 4.76553, -1.86612], [-2.98318, 5.77013, -2.26423], [-4.86668, 4.53634, -2.08209], [-2.97377, 3.75093, -1.15888], [-5.23466, 3.63799, -1.81809], [-5.39034, 5.30957, -2.45294], [-3.30387, 2.86440, -0.82100], [-2.02170, 4.07182, -1.04657], [1.94648, -4.16180, 2.10040], [0.88108, -3.59408, 2.30304], [2.87925, -3.83182, 1.18868], [2.32380, -5.35774, 2.69003], [2.95408, -3.02402, 0.59649], [3.58053, -4.54600, 1.18778], [3.05521, -5.86699, 2.23407], [1.55587, -5.76931, 3.19547], [-1.10693, -3.20618, -4.06875], [-1.44250, -2.37391, -4.91116], [-0.24574, -2.96777, -3.07893], [-1.62256, -4.44711, -4.07731], [0.02367, -3.58641, -2.33227], [0.10049, -2.00824, -2.97370], [-2.38110, -4.63316, -4.71146], [-1.50742, -5.09240, -3.31431], [4.77341, -1.16998, 0.38929], [5.48229, -1.90714, -0.31255], [4.31662, 0.02467, -0.02390], [4.46965, -1.46191, 1.66474], [4.37418, 0.27263, -0.99697], [3.58856, 0.46877, 0.51268], [4.13363, -0.77577, 2.34159], [4.69562, -2.34145, 2.09352], [3.14542, -3.89239, -2.22504], [2.77560, -3.12074, -1.35607], [2.40613, -4.23630, -3.26808], [4.28447, -4.63430, -2.15108], [1.55935, -3.69877, -3.44523], [2.87632, -4.71965, -4.01265], [4.47252, -5.35717, -2.82114], [5.03871, -4.29800, -1.57174], [-2.81252, -0.13353, -2.51001], [-2.93319, 0.98463, -1.97043], [-3.23771, -1.32361, -2.04243], [-2.26168, -0.16148, -3.73387], [-3.59946, -1.41359, -1.10601], [-3.40227, -2.08193, -2.68219], [-1.82456, 0.68296, -4.07128], [-2.04671, -1.03275, -4.19957], [-0.71416, 2.03705, 3.79600], [0.24830, 2.35359, 3.07461], [-1.18124, 0.81617, 4.07245], [-1.38017, 2.97295, 4.49476], [-1.82369, 0.68036, 4.83253], [-0.81342, -0.01383, 3.63923], [-1.03714, 3.91723, 4.48829], [-2.04303, 2.63016, 5.16774], [0.12983, 2.94117, -4.34425], [0.31105, 3.66512, -5.31199], [0.12095, 1.57422, -4.44400], [-0.26595, 3.32012, -3.12054], [0.10972, 1.06104, -3.57583], [0.31548, 1.13198, -5.32435], [-0.53544, 2.49521, -2.60717], [-0.39159, 4.24050, -2.73565]]
}

---

Which one is most stable, and which one is least stable? *i* is the most stable of them, while *ii* is the least stable.

---

*i*
{
  "formula": "C2H2N4O3",
  "method": "ωB97M-V with the def2-TZVPD basis set",
  "spin_multiplicity": 1,
  "lumo_ha": -0.050,
  "homo_energy_ha": -0.365,
  "species": ["C", "C", "N", "N", "N", "N", "O", "O", "O", "H", "H"],
  "coordinates": [[2.65484, -0.23684, -1.04256], [1.50084, -0.43924, -1.85804], [3.59546, 0.05548, -0.46724], [-0.35292, -0.08612, -2.78102], [0.53832, 0.49396, -2.12071], [1.18494, -1.64064, -2.39057], [1.73963, -2.68352, -2.49485], [-1.34777, 0.39959, -3.21154], [-0.09512, -1.42755, -3.12213], [0.32117, -1.31423, 0.78998], [-0.25659, -0.76131, 1.06724]]
}

---

*ii*
{
  "formula": "C2H2N4O3",
  "method": "ωB97M-V with the def2-TZVPD basis set",
  "spin_multiplicity": 1,
  "lumo_ha": -0.083,
  "homo_energy_ha": -0.313,
  "species": ["C", "C", "N", "N", "N", "N", "O", "O", "O", "H", "H"],
  "coordinates": [[1.28090, 0.77368, 1.44330], [1.36865, 0.17940, -0.83945], [1.74193, 0.82121, 0.36022], [0.10266, -0.28171, -0.74518], [-0.62597, -0.25736, 0.40075], [-1.94206, -0.53485, 0.19301], [-2.68115, -0.25062, 1.08523], [2.10405, 0.00581, -1.76506], [-2.27934, -1.06348, -0.87753], [1.30641, 1.15811, 2.43753], [-0.37609, -0.55019, -1.69282]]
}

---

Which one is most stable, and which one is least stable? *ii* is the most stable of them, while *i* is the least stable.

---

*i*
{
  "formula": "C4H8P2",
  "method": "ωB97M-V with the def2-TZVPD basis set",
  "spin_multiplicity": 1,
  "lumo_ha": 0.014,
  "homo_energy_ha": -0.333,
  "species": ["C", "C", "C", "C", "P", "P", "H", "H", "H", "H", "H", "H", "H", "H"],
  "coordinates": [[-1.16205, -1.53370, 1.77409], [0.20532, -1.74905, 1.36356], [1.40351, 2.09359, -2.20244], [0.61183, 1.40911, -1.34809], [-0.45594, -0.00010, 1.05369], [-1.07435, -0.11421, -1.00644], [-1.99882, -1.94283, 1.15434], [-1.48242, -1.52429, 2.81007], [1.07587, -1.68299, 2.04758], [0.35457, -2.48467, 0.52767], [2.09580, 2.87039, -1.83649], [1.37942, 1.87164, -3.25159], [-1.57538, 1.10925, -0.86443], [0.62265, 1.67785, -0.22152]]
}

---

*ii*
{
  "formula": "C4H8P2",
  "method": "ωB97M-V with the def2-TZVPD basis set",
  "spin_multiplicity": 1,
  "lumo_ha": [-0.048, -0.049],
  "homo_energy_ha": [-0.298, -0.299],
  "species": ["C", "C", "C", "C", "P", "P", "H", "H", "H", "H", "H", "H", "H", "H"],
  "coordinates": [[-0.24818, -1.06275, 1.24795], [1.09804, -0.59339, -0.82073], [0.04041, 1.22979, 0.23086], [0.62621, -0.13479, 0.49530], [-3.89581, 0.59679, -0.24140], [-2.44839, -0.64410, 0.17689], [-0.16089, -2.13150, 0.91218], [1.95875, 0.19585, -1.16001], [0.33669, -0.50141, -1.68784], [1.73065, -1.55837, -0.80126], [-0.88527, 1.13026, -0.43239], [0.79545, 1.84383, -0.16415], [-0.43210, 1.57797, 1.13151], [1.48443, 0.05184, 1.11309]]
}

---

Which one is most stable, and which one is least stable? *i* is the most stable of them, while *ii* is the least stable.